Entry 1:
A cluster of 11 separate species, C30H72BrF3O12PS10 in total, computed with ωB97M-V/def2-TZVPD.

Properties
HOMO-LUMO gap, eV: 5.34
LUMO, eV: 1.30
Net charge: -1
Calculated total energy, eV: -252677.156
E_HOMO, eV: -4.0
Max |F|, eV Å⁻¹: 2.2

Cartesian coordinates (Å):
O  1.192  -6.683  3.109
C  0.817  -5.647  2.573
O  -0.437  -5.441  2.176
P  -1.386  -4.460  3.378
Br  -2.567  -3.394  5.109
C  -2.836  -4.391  2.142
C  -3.627  -3.076  2.001
C  -2.795  -1.872  1.620
F  -2.178  -1.253  2.618
F  -1.938  -2.151  0.636
F  -3.647  -0.918  1.087
C  1.773  -4.490  2.280
C  1.987  -3.496  3.194
C  2.823  -2.453  2.893
C  3.434  -2.443  1.664
C  3.235  -3.450  0.771
C  2.399  -4.496  1.059
H  -0.817  -3.234  2.886
H  -0.262  -4.552  4.285
H  -1.899  -5.707  3.868
H  -2.421  -4.602  1.152
H  -3.531  -5.211  2.340
H  -4.300  -3.199  1.144
H  -4.292  -2.861  2.832
H  1.497  -3.533  4.156
H  2.945  -1.674  3.638
H  4.080  -1.603  1.429
H  3.748  -3.439  -0.184
H  2.248  -5.298  0.346
C  -1.234  -8.314  6.844
S  -1.816  -8.257  5.143
O  -3.141  -8.942  5.113
C  -0.607  -9.412  4.486
H  -1.885  -7.678  7.441
H  -1.276  -9.339  7.218
H  -0.213  -7.934  6.888
H  -0.688  -10.369  5.008
H  0.391  -8.992  4.604
H  -0.818  -9.552  3.428
C  -1.323  1.959  0.337
S  -0.145  0.610  0.172
O  0.945  0.837  1.157
C  0.482  1.114  -1.433
H  -1.807  1.861  1.308
H  -0.803  2.917  0.276
H  -2.070  1.887  -0.452
H  0.886  2.123  -1.373
H  -0.322  1.076  -2.166
H  1.271  0.419  -1.721
C  -0.008  4.021  4.790
S  1.125  2.653  4.500
O  2.253  2.800  5.466
C  1.714  3.226  2.909
H  -0.463  3.882  5.768
H  0.538  4.965  4.771
H  -0.784  4.016  4.024
H  2.153  4.221  3.009
H  0.888  3.244  2.201
H  2.466  2.524  2.561
C  2.907  -0.024  7.830
S  3.741  -0.539  6.326
O  2.946  -1.647  5.736
C  5.162  -1.297  7.134
H  1.967  0.443  7.545
H  2.713  -0.893  8.459
H  3.527  0.700  8.359
H  4.826  -2.087  7.807
H  5.713  -0.536  7.688
H  5.801  -1.721  6.362
C  0.887  3.328  -4.700
S  0.297  4.395  -3.377
O  -0.737  3.633  -2.621
C  -0.569  5.553  -4.434
H  1.431  2.499  -4.250
H  0.040  2.944  -5.270
H  1.556  3.893  -5.349
H  -1.322  5.028  -5.021
H  0.140  6.048  -5.089
H  -1.051  6.296  -3.804
C  6.989  0.682  1.074
S  6.649  -0.255  -0.424
O  5.632  -1.273  -0.078
C  8.241  -1.093  -0.490
H  6.096  1.252  1.324
H  7.226  -0.002  1.890
H  7.821  1.365  0.896
H  8.397  -1.660  0.428
H  9.035  -0.356  -0.622
H  8.229  -1.771  -1.341
C  1.304  9.003  -6.401
S  1.840  8.957  -4.685
O  0.943  8.012  -3.973
C  1.298  10.620  -4.271
H  1.514  8.033  -6.847
H  0.233  9.203  -6.449
H  1.859  9.775  -6.934
H  0.228  10.715  -4.457
H  1.853  11.343  -4.869
H  1.502  10.788  -3.216
C  -5.241  6.189  -5.123
S  -4.038  5.015  -5.749
O  -3.053  5.780  -6.565
C  -5.152  4.195  -6.894
H  -4.736  6.837  -4.409
H  -5.636  6.786  -5.946
H  -6.048  5.652  -4.625
H  -5.554  4.921  -7.602
H  -5.961  3.724  -6.335
H  -4.589  3.434  -7.432
C  -10.533  5.842  -6.113
S  -9.355  4.496  -6.294
O  -8.261  4.729  -5.315
C  -8.743  5.002  -7.907
H  -11.010  5.743  -5.140
H  -10.013  6.798  -6.170
H  -11.287  5.771  -6.897
H  -8.340  6.014  -7.848
H  -9.555  4.959  -8.633
H  -7.956  4.311  -8.202
C  1.608  -9.401  -1.166
S  2.822  -8.265  -0.480
O  3.084  -7.227  -1.509
C  4.203  -9.419  -0.526
H  0.666  -8.866  -1.262
H  1.937  -9.746  -2.147
H  1.479  -10.246  -0.489
H  4.364  -9.762  -1.549
H  3.991  -10.264  0.129
H  5.089  -8.897  -0.171

These are the Mulliken partial charges, in e, on atoms 1 to 99: atom 1 (O): -0.63, atom 2 (C): -0.14, atom 3 (O): -0.48, atom 4 (P): 1.35, atom 5 (Br): -0.54, atom 6 (C): -1.25, atom 7 (C): -0.81, atom 8 (C): 0.95, atom 9 (F): -0.15, atom 10 (F): -0.24, atom 11 (F): -0.38, atom 12 (C): 0.64, atom 13 (C): -0.22, atom 14 (C): -0.75, atom 15 (C): -0.34, atom 16 (C): -0.90, atom 17 (C): -0.23, atom 18 (H): -0.22, atom 19 (H): 0.01, atom 20 (H): -0.63, atom 21 (H): 0.40, atom 22 (H): 0.36, atom 23 (H): 0.37, atom 24 (H): 0.36, atom 25 (H): 0.68, atom 26 (H): 0.47, atom 27 (H): 0.47, atom 28 (H): 0.45, atom 29 (H): 0.50, atom 30 (C): -1.03, atom 31 (S): 0.68, atom 32 (O): -0.71, atom 33 (C): -1.01, atom 34 (H): 0.32, atom 35 (H): 0.34, atom 36 (H): 0.33, atom 37 (H): 0.41, atom 38 (H): 0.31, atom 39 (H): 0.29, atom 40 (C): -1.13, atom 41 (S): 0.70, atom 42 (O): -0.60, atom 43 (C): -1.14, atom 44 (H): 0.31, atom 45 (H): 0.35, atom 46 (H): 0.43, atom 47 (H): 0.20, atom 48 (H): 0.41, atom 49 (H): 0.44, atom 50 (C): -1.01, atom 51 (S): 0.71, atom 52 (O): -0.70, atom 53 (C): -0.71, atom 54 (H): 0.32, atom 55 (H): 0.29, atom 56 (H): 0.34, atom 57 (H): 0.44, atom 58 (H): 0.12, atom 59 (H): 0.19, atom 60 (C): -1.03, atom 61 (S): 0.58, atom 62 (O): -0.52, atom 63 (C): -1.04, atom 64 (H): 0.28, atom 65 (H): 0.37, atom 66 (H): 0.37, atom 67 (H): 0.29, atom 68 (H): 0.37, atom 69 (H): 0.31, atom 70 (C): -0.96, atom 71 (S): 0.52, atom 72 (O): -0.58, atom 73 (C): -0.44, atom 74 (H): 0.32, atom 75 (H): 0.27, atom 76 (H): 0.40, atom 77 (H): -0.04, atom 78 (H): 0.20, atom 79 (H): 0.36, atom 80 (C): -0.89, atom 81 (S): 0.39, atom 82 (O): -0.46, atom 83 (C): -0.99, atom 84 (H): 0.26, atom 85 (H): 0.28, atom 86 (H): 0.40, atom 87 (H): 0.30, atom 88 (H): 0.38, atom 89 (H): 0.32, atom 90 (C): -0.96, atom 91 (S): 0.45, atom 92 (O): -0.51, atom 93 (C): -0.98, atom 94 (H): 0.31, atom 95 (H): 0.30, atom 96 (H): 0.41, atom 97 (H): 0.30, atom 98 (H): 0.39, atom 99 (H): 0.32



Entry 2:
A cluster of 5 separate species, C30H72N2 in total, computed with ωB97M-V/def2-TZVPD.

Properties
SMILES string: CCN(CC)CC.CCN(CC)CC.CCCCCC.CCCCCC.CCCCCC
HOMO-LUMO gap, eV: 8.83
LUMO, eV: 0.79
Calculated total energy, eV: -35244.196
E_HOMO, eV: -8.0
Energy above the lowest of the compared OMol25 structures with the same formula, charge and spin, kcal/mol: 63.0
Max |F|, eV Å⁻¹: 11.1

Cartesian coordinates (Å):
C  1.611  -6.443  0.779
C  0.273  -7.315  0.753
N  -0.790  -6.660  1.487
C  -1.364  -5.397  0.953
C  -2.189  -5.627  -0.341
C  -1.810  -7.554  1.973
C  -1.356  -8.640  3.001
H  2.420  -6.805  0.282
H  1.790  -6.436  1.876
H  1.604  -5.729  0.120
H  0.552  -8.230  1.477
H  -0.047  -7.591  -0.238
H  -0.789  -4.635  0.652
H  -2.014  -4.949  1.519
H  -2.963  -6.335  -0.236
H  -1.907  -6.112  -1.212
H  -2.475  -4.663  -0.593
H  -2.358  -8.002  1.051
H  -2.511  -7.040  2.487
H  -2.380  -9.273  3.323
H  -0.824  -8.322  3.989
H  -0.503  -9.105  2.546
C  1.142  5.482  -3.176
C  0.708  4.002  -2.980
N  -0.655  3.859  -3.469
C  -0.953  4.332  -4.883
C  -0.179  3.724  -5.896
C  -1.097  2.574  -3.281
C  -1.485  2.337  -1.740
H  0.433  6.147  -2.716
H  1.254  5.777  -4.215
H  2.146  5.598  -2.813
H  0.545  3.804  -1.826
H  1.459  3.494  -3.570
H  -0.715  5.458  -4.837
H  -1.990  4.415  -4.875
H  0.789  4.022  -6.088
H  -0.388  3.854  -6.888
H  -0.246  2.602  -5.886
H  -0.399  1.941  -3.501
H  -2.103  2.179  -3.777
H  -0.459  2.303  -1.143
H  -1.870  1.405  -1.565
H  -2.245  2.942  -1.112
C  -3.882  1.020  1.300
C  -3.265  -0.274  2.066
C  -1.746  -0.228  1.973
C  -1.135  -1.439  2.825
C  0.456  -1.459  2.686
C  1.284  -0.173  2.983
H  -4.850  1.027  1.456
H  -3.759  0.955  0.296
H  -3.547  1.962  2.013
H  -3.643  -1.039  1.555
H  -3.658  -0.161  3.058
H  -1.385  0.694  2.210
H  -1.509  -0.269  0.944
H  -1.333  -2.451  2.471
H  -1.551  -1.274  3.776
H  0.665  -1.776  1.597
H  0.781  -2.284  3.246
H  0.823  0.596  2.189
H  2.360  -0.167  2.932
H  1.137  0.215  4.067
C  -2.216  3.597  3.557
C  -1.476  3.998  2.339
C  0.045  3.731  2.492
C  0.783  4.354  1.296
C  2.357  4.250  1.314
C  3.056  4.892  0.212
H  -1.927  2.659  3.918
H  -3.296  3.541  3.363
H  -1.960  4.218  4.439
H  -1.561  4.984  2.161
H  -1.953  3.351  1.462
H  0.486  2.677  2.670
H  0.539  4.368  3.183
H  0.324  5.470  1.075
H  0.481  3.924  0.320
H  2.761  3.122  1.452
H  2.685  4.734  2.192
H  2.762  4.410  -0.517
H  4.144  4.947  0.280
H  2.883  5.886  0.126
C  4.861  0.284  -1.127
C  3.524  1.058  -1.037
C  2.476  0.552  -2.026
C  1.604  -0.320  -1.300
C  0.616  -1.223  -2.112
C  -0.279  -2.195  -1.311
H  5.240  0.201  -1.957
H  4.699  -0.781  -0.816
H  5.708  0.566  -0.374
H  3.731  2.162  -1.042
H  3.127  1.066  0.039
H  3.073  0.154  -2.903
H  1.938  1.480  -2.447
H  1.103  0.225  -0.418
H  2.165  -0.980  -0.804
H  1.083  -1.866  -2.913
H  -0.100  -0.876  -2.645
H  -0.839  -2.948  -1.908
H  -0.915  -1.710  -0.529
H  0.352  -2.825  -0.781

These are the Mulliken partial charges, in e, on atoms 1 to 99: atom 1 (C): -1.52, atom 2 (C): -0.12, atom 3 (N): 0.25, atom 4 (C): -0.29, atom 5 (C): -1.72, atom 6 (C): -0.54, atom 7 (C): -1.07, atom 8 (H): 0.49, atom 9 (H): 0.31, atom 10 (H): 0.35, atom 11 (H): 0.13, atom 12 (H): 0.36, atom 13 (H): -0.03, atom 14 (H): 0.45, atom 15 (H): 0.49, atom 16 (H): 0.40, atom 17 (H): 0.50, atom 18 (H): 0.25, atom 19 (H): 0.43, atom 20 (H): 0.28, atom 21 (H): 0.28, atom 22 (H): 0.32, atom 23 (C): -1.82, atom 24 (C): 1.25, atom 25 (N): -0.02, atom 26 (C): -0.81, atom 27 (C): -1.21, atom 28 (C): -1.10, atom 29 (C): -0.57, atom 30 (H): 0.43, atom 31 (H): 0.43, atom 32 (H): 0.44, atom 33 (H): -0.56, atom 34 (H): 0.08, atom 35 (H): 0.33, atom 36 (H): 0.58, atom 37 (H): 0.37, atom 38 (H): 0.54, atom 39 (H): 0.23, atom 40 (H): 0.69, atom 41 (H): 0.25, atom 42 (H): -0.40, atom 43 (H): 0.62, atom 44 (H): 0.16, atom 45 (C): -1.15, atom 46 (C): -1.22, atom 47 (C): 1.10, atom 48 (C): -0.54, atom 49 (C): -0.33, atom 50 (C): -0.65, atom 51 (H): 0.70, atom 52 (H): 0.37, atom 53 (H): -0.12, atom 54 (H): 0.58, atom 55 (H): 0.43, atom 56 (H): -0.19, atom 57 (H): -0.40, atom 58 (H): 0.03, atom 59 (H): 0.55, atom 60 (H): -0.22, atom 61 (H): 0.60, atom 62 (H): -0.29, atom 63 (H): 0.48, atom 64 (H): 0.28, atom 65 (C): -1.71, atom 66 (C): 0.37, atom 67 (C): 0.07, atom 68 (C): 0.40, atom 69 (C): 0.09, atom 70 (C): -1.40, atom 71 (H): 0.30, atom 72 (H): 0.38, atom 73 (H): 0.41, atom 74 (H): 0.90, atom 75 (H): -0.54, atom 76 (H): -0.14, atom 77 (H): 0.32, atom 78 (H): 0.28, atom 79 (H): -0.96, atom 80 (H): -0.01, atom 81 (H): 0.51, atom 82 (H): -0.08, atom 83 (H): 0.39, atom 84 (H): 0.53, atom 85 (C): -1.80, atom 86 (C): 0.29, atom 87 (C): 0.64, atom 88 (C): -0.10, atom 89 (C): -1.55, atom 90 (C): -0.64, atom 91 (H): 0.66, atom 92 (H): 0.31, atom 93 (H): 0.32, atom 94 (H): 0.24, atom 95 (H): -0.21, atom 96 (H): 0.49, atom 97 (H): -0.90, atom 98 (H): -0.32, atom 99 (H): 0.90